{"formula": "C66H144ClN6", "method": "ωB97M-V/def2-TZVPD", "species": ["H", "H", "C", "H", "C", "H", "N", "C", "C", "C", "H", "C", "H", "C", "C", "C", "H", "H", "H", "H", "H", "H", "H", "H", "H", "H", "H", "H", "H", "H", "H", "H", "C", "H", "C", "H", "H", "H", "H", "H", "C", "H", "H", "H", "H", "C", "C", "H", "H", "H", "H", "H", "H", "C", "C", "C", "C", "H", "H", "C", "H", "H", "H", "H", "H", "C", "H", "H", "H", "H", "H", "C", "C", "H", "H", "H", "C", "C", "H", "H", "H", "H", "H", "C", "H", "H", "H", "H", "H", "H", "C", "C", "H", "C", "H", "H", "H", "H", "C", "H", "H", "H", "H", "C", "N", "C", "H", "C", "H", "C", "C", "C", "H", "H", "C", "H", "H", "H", "H", "N", "H", "C", "H", "H", "H", "C", "H", "H", "H", "C", "H", "C", "H", "C", "H", "H", "H", "H", "C", "C", "H", "C", "C", "H", "H", "H", "C", "H", "C", "H", "H", "H", "H", "H", "H", "H", "H", "C", "C", "N", "H", "H", "C", "H", "C", "H", "H", "C", "H", "H", "C", "H", "H", "H", "C", "H", "H", "H", "H", "Cl", "H", "H", "H", "N", "C", "C", "H", "H", "H", "H", "H", "H", "N", "H", "H", "H", "H", "H", "H", "C", "C", "C", "H", "H", "C", "C", "H", "C", "C", "H", "H", "H", "H", "C", "H", "C", "C"], "positions_angstrom": [[-0.207, 0.913, -3.783], [-0.867, 7.269, -1.966], [0.293, 0.438, 6.412], [0.381, -2.391, -8.574], [-0.045, 1.809, 4.283], [2.569, -0.424, 4.979], [-4.746, -1.142, 0.050], [2.246, 0.585, 4.722], [-0.939, 5.331, 3.410], [4.010, 4.017, -2.438], [-1.953, -3.079, -0.156], [3.969, -0.118, -7.764], [-2.006, 6.712, 4.716], [-1.084, -5.534, -2.097], [-7.599, -1.250, 2.829], [-0.755, -4.091, -6.485], [5.943, 1.410, 2.072], [2.002, -0.470, -8.314], [7.252, -0.564, 2.089], [-0.002, 5.884, 0.808], [4.550, -0.890, -8.269], [2.381, -1.440, -4.160], [-0.175, -0.702, 8.989], [-0.943, -4.885, -7.208], [-3.244, 8.210, -2.152], [-3.718, 0.762, 0.428], [0.061, -8.287, 3.576], [-1.944, -2.321, 8.761], [-1.324, 5.362, 5.450], [-0.357, -8.455, 0.399], [6.890, -0.972, 0.553], [-6.839, -1.321, 0.134], [4.450, 1.889, 5.344], [-1.698, 1.694, 2.679], [-1.362, -5.991, -0.716], [-2.090, -2.462, -6.793], [-0.677, 2.969, -3.173], [0.551, 1.999, 3.391], [-1.046, -4.454, -2.242], [-6.164, -2.750, 1.979], [-4.115, -2.554, 0.025], [-1.993, -6.876, -0.790], [2.708, 2.895, 1.378], [-0.282, 4.133, 1.060], [-1.367, -2.945, 7.211], [0.796, -5.259, 0.513], [-3.529, -0.290, 0.640], [-8.375, -0.907, 2.145], [0.645, -1.774, 0.709], [0.609, -2.212, 8.849], [0.195, -4.888, 1.343], [1.461, 1.310, -3.771], [2.098, 0.082, -6.665], [5.038, 1.313, 0.024], [-0.753, 5.096, 0.861], [1.326, -1.619, -3.950], [-4.765, 0.879, -4.086], [7.108, 1.387, 0.713], [2.938, -3.663, 1.010], [-1.362, -0.142, 3.840], [4.223, 4.693, 0.430], [-4.252, -0.077, -3.983], [3.622, 1.955, -1.916], [0.875, -5.568, -3.143], [-2.828, 5.693, -1.921], [0.171, -6.200, -2.601], [5.049, 1.214, 5.956], [0.180, 3.665, -0.947], [-0.782, 0.410, 6.591], [-1.032, -9.398, 2.823], [-1.714, -5.233, -0.017], [0.710, -3.785, -6.230], [0.068, -0.527, 3.874], [4.513, 0.163, -6.862], [1.139, -4.169, -5.305], [0.523, 1.370, -2.265], [5.204, -1.267, 1.802], [-1.882, 5.641, 4.556], [-3.144, 6.099, -0.288], [4.045, 3.592, -3.441], [-2.147, 2.818, 0.330], [0.767, 1.340, 6.799], [-3.765, -0.359, 1.702], [-2.653, -2.315, -0.494], [-1.669, -0.215, -0.399], [-2.216, 1.850, 4.256], [-7.374, -0.348, 3.399], [5.060, 0.673, -0.859], [-2.280, 6.254, 1.854], [-3.328, 3.916, -0.020], [-0.083, -7.527, 0.900], [-6.054, 0.824, -3.271], [1.116, -2.526, 2.150], [2.908, 1.745, 5.576], [0.949, -7.562, 1.249], [3.871, 0.683, -8.496], [1.187, -4.288, -7.071], [0.095, -1.526, 4.309], [-1.422, 1.371, 3.683], [-1.564, -1.146, 0.938], [2.671, 5.223, 2.121], [-2.846, 8.886, -0.527], [-0.177, -6.898, -3.363], [-1.302, -2.109, 7.907], [0.634, 0.527, 4.873], [-5.834, 0.503, -1.741], [-1.718, 4.376, -3.261], [6.180, 0.969, 1.104], [1.802, -6.704, -1.264], [-6.096, -0.922, 0.825], [-5.031, -0.764, -1.480], [2.359, -2.037, -6.885], [0.512, -7.984, -1.465], [1.645, -5.736, 1.003], [-0.052, -1.996, -7.655], [-4.034, -0.634, -1.902], [-1.951, -5.760, -2.717], [-5.500, -1.363, 2.866], [4.062, 2.496, 2.467], [4.841, 2.913, -0.352], [-1.575, -8.170, 4.024], [0.850, -0.919, 7.021], [-2.840, 5.122, 4.541], [-1.104, 7.655, -0.236], [-0.872, -6.314, 2.654], [0.328, -1.524, -5.197], [-6.853, 0.494, -1.354], [-4.739, -3.163, -0.629], [2.274, 4.098, 3.574], [5.343, 4.536, -2.073], [-1.909, 9.346, -1.985], [-6.253, -1.677, 2.143], [0.513, -0.438, 2.883], [2.211, -3.158, 0.373], [0.323, -3.632, -0.741], [5.463, -2.300, 2.037], [-4.101, -3.011, 1.014], [-2.558, -2.284, -1.579], [-1.021, -7.225, 2.074], [4.656, 3.805, 0.890], [-3.380, 2.959, -2.138], [-2.330, 6.021, -1.008], [3.682, 2.922, -1.417], [2.433, 2.726, 5.556], [-1.990, -1.434, 7.397], [-1.947, -0.685, 3.098], [-1.687, 5.352, 2.003], [0.845, -1.733, 6.296], [-0.443, 4.337, -1.539], [2.876, -2.704, -0.362], [2.564, -2.695, -7.729], [-2.509, 4.637, 2.017], [-2.140, 1.846, -1.601], [-5.362, 1.375, -1.289], [6.312, 2.562, -1.803], [-4.015, 1.550, -3.668], [-6.746, 0.099, -3.699], [-2.450, 8.544, -1.483], [2.587, -0.559, -7.398], [-1.474, 4.805, -0.469], [1.778, -4.394, -1.314], [-0.581, 4.336, 3.674], [0.922, -0.672, -2.836], [1.857, -0.639, 7.330], [3.577, 3.292, 1.903], [0.021, 2.627, 5.001], [1.194, -2.595, -3.482], [1.240, -4.117, -0.407], [-0.580, -2.040, -4.885], [-6.544, 1.797, -3.299], [-1.258, -2.886, -7.356], [2.348, 0.677, 3.641], [2.025, -1.164, 1.399], [5.666, 3.998, 1.254], [-2.262, -0.967, 0.121], [4.765, 1.796, 4.304], [-1.645, -3.283, -8.294], [6.768, 3.709, -0.470], [4.663, 2.917, 5.636], [0.639, 1.346, 0.542], [3.753, 4.930, 3.324], [3.254, 4.797, -2.532], [2.947, -2.272, -5.998], [0.877, -2.314, -6.408], [0.028, -1.494, 8.268], [-1.296, 3.639, -2.577], [-6.216, 0.161, 0.844], [-0.071, -0.980, -2.510], [0.148, 5.187, -1.879], [1.507, -0.793, -1.924], [4.605, -1.268, 0.892], [-2.025, -0.483, 4.635], [0.019, -6.412, -0.153], [-0.338, -0.947, -7.734], [-1.407, -4.235, -5.624], [0.194, -0.503, -5.556], [2.829, 1.392, 6.604], [4.660, -0.653, 2.519], [2.701, 3.102, -0.976], [-0.942, -8.365, 3.158], [0.695, 0.805, -3.182], [0.741, -6.922, -1.386], [-4.826, 1.135, -5.144], [-0.065, 5.974, 3.509], [6.403, -0.503, 1.408], [-1.593, 7.334, -1.155], [-2.065, -7.311, 1.775], [-2.378, 3.569, -0.425], [2.960, 4.409, 2.786], [5.349, 5.416, -1.429], [4.017, 1.151, 0.370], [-8.002, -2.069, 3.424], [5.878, 4.918, -2.943], [1.536, -2.123, 1.229], [-5.487, -1.650, -1.921], [-2.354, 2.901, -1.774], [6.014, 3.423, -1.204]], "forces_ev_per_a": [[-0.18, -0.09, -0.05], [0.36, -0.31, 0.17], [0.08, -2.38, -0.94], [0.61, 0.36, 0.27], [0.81, -0.95, -1.36], [0.18, 0.23, 0.37], [0.68, 0.57, -0.75], [-1.77, 1.20, 0.14], [-1.23, -0.31, -0.73], [-0.86, -0.49, -0.49], [-0.28, -0.11, 0.12], [0.65, -0.31, 0.27], [-0.48, 0.02, -0.37], [-1.05, 1.84, -1.53], [0.54, 0.12, -0.62], [-1.04, 0.66, -1.06], [-0.08, 0.57, -0.17], [-0.30, -0.06, 0.05], [-0.32, 0.20, 0.66], [-0.15, -0.04, -0.66], [-0.09, -0.17, 0.04], [-0.11, -0.16, -0.50], [0.10, 0.26, -0.08], [0.65, -0.76, 0.83], [-0.32, 0.43, 0.03], [0.24, -0.09, -0.59], [0.22, -0.25, 0.12], [0.53, -0.45, 0.33], [-0.32, -0.27, 0.31], [-0.03, 0.13, 0.02], [-0.28, -0.13, -0.49], [-0.09, 0.11, -0.03], [-0.83, 0.48, -0.06], [1.17, 0.06, -0.30], [1.24, -0.16, 1.24], [0.14, 0.70, -0.41], [-0.13, 0.11, 0.02], [0.41, 0.49, 0.16], [0.30, 0.25, 0.57], [-0.20, 0.04, 0.01], [0.10, 0.72, -0.70], [0.05, 0.01, 0.66], [0.28, -0.48, -0.40], [0.46, 0.02, -0.03], [0.80, -0.49, 0.31], [0.09, -0.44, -0.53], [-2.43, -0.85, -0.02], [0.02, -0.42, -0.35], [-0.26, 0.12, -0.30], [0.36, -0.02, -0.41], [-0.26, 0.07, -0.25], [0.44, -0.18, 0.11], [0.23, 0.43, 0.03], [-0.45, 1.19, 1.73], [-0.52, -1.18, -0.19], [-0.85, 0.39, -0.40], [0.80, -0.39, 0.49], [0.08, 0.11, 0.23], [-0.17, -0.74, -0.10], [-2.62, -0.10, -0.74], [0.42, 0.43, 0.20], [-0.05, -0.37, -0.48], [0.33, -0.07, 0.41], [0.00, 0.28, 0.47], [0.36, -0.04, -0.15], [-0.40, -0.75, -0.64], [-0.18, 0.00, -0.06], [0.15, -0.31, -0.32], [-0.08, 0.55, -0.54], [-0.39, 0.23, -0.28], [-0.49, -0.28, -0.17], [-0.46, -0.99, -0.71], [-0.49, -0.12, 2.29], [0.24, 0.31, -0.28], [-0.01, 0.38, -0.01], [0.15, -0.07, 0.10], [-0.54, 0.30, -0.77], [0.61, 0.71, 0.79], [0.06, 0.13, 0.20], [0.09, -0.24, 0.02], [1.28, 0.46, 0.27], [-0.28, -0.29, 0.25], [0.64, -0.28, 0.20], [-0.53, 0.40, -0.01], [-0.10, -0.40, -0.94], [-0.15, -0.42, 0.44], [-0.16, -0.30, 0.48], [0.72, 0.68, -0.46], [0.51, 0.62, 0.27], [-0.34, 0.20, -0.75], [0.20, 0.98, 0.51], [0.53, 0.09, 0.39], [0.46, -0.13, 0.26], [0.61, -2.07, -0.09], [-0.07, -0.64, 0.11], [0.28, 0.25, 0.40], [0.68, 0.32, 0.22], [0.82, 0.01, -0.15], [-0.40, 0.59, 1.59], [-0.28, -0.06, 0.39], [-1.03, -0.17, 0.09], [-0.43, 0.38, -0.38], [0.46, -0.43, 0.14], [-1.61, 0.32, -0.62], [0.61, 0.75, -0.42], [-0.53, 0.42, -0.74], [-0.10, -0.10, 0.00], [-1.15, 0.84, -1.15], [-0.03, -0.54, 0.10], [0.80, -1.15, -0.67], [0.56, 0.14, 1.01], [-0.25, 1.51, 0.56], [0.41, 0.05, 0.18], [0.18, -0.04, -0.31], [-0.92, -1.17, 1.50], [-0.04, -0.11, -0.03], [0.03, -0.40, -0.07], [0.39, -0.26, -0.10], [-0.41, -0.01, 0.26], [0.17, -2.76, -1.24], [-0.39, -0.02, -0.41], [-0.62, 0.89, 1.15], [0.07, 0.05, -0.11], [0.47, -0.66, 0.06], [0.24, 0.23, -0.54], [2.63, -0.85, 0.45], [0.11, -0.38, 0.29], [0.15, -0.08, 0.07], [-0.39, -0.11, -0.65], [2.14, 0.87, 1.21], [0.12, -0.18, 0.23], [-0.31, 1.03, 0.23], [0.39, 0.27, 0.36], [0.30, -0.06, -0.35], [0.17, 0.61, 0.03], [-0.37, 0.20, 0.56], [-0.12, 0.40, 0.09], [-0.39, -0.11, -0.05], [-1.05, -1.87, 0.69], [-1.81, -0.33, -0.96], [0.25, 0.01, -0.70], [-0.19, -0.63, 1.03], [-0.29, 0.63, 0.57], [-0.28, -0.24, -0.56], [0.21, 0.85, -0.25], [0.56, 0.16, -0.99], [-0.12, 0.36, 1.19], [0.28, 0.23, -0.26], [-0.53, 0.61, 1.19], [-0.25, 0.33, -0.18], [-0.18, -0.36, 0.40], [0.26, -0.64, 0.23], [0.29, -0.02, -0.30], [0.29, 0.02, 0.11], [0.29, 0.12, 0.04], [-0.24, 0.46, 0.19], [0.01, -0.02, 0.01], [-0.99, -0.60, 0.04], [-1.98, -1.44, 0.24], [0.52, 0.45, -1.06], [-0.09, -0.62, 0.16], [0.18, -0.32, -0.85], [-1.25, 0.77, 0.18], [0.20, -0.73, 0.05], [0.34, 0.15, -0.12], [-0.32, -0.23, -0.08], [0.38, -0.38, -0.41], [0.44, 0.17, 0.95], [-0.20, 0.41, -0.35], [-0.14, -0.08, 0.00], [-0.48, -0.52, 0.47], [0.23, 0.36, -0.04], [0.63, -0.38, 0.18], [-0.30, -0.04, 0.35], [0.36, 0.88, 1.17], [-0.15, -0.14, -0.03], [-0.19, 0.28, 0.09], [0.28, 0.20, -0.63], [0.40, -0.12, 0.09], [-0.15, 0.05, 0.03], [0.30, -0.17, 0.34], [-0.03, 0.02, 0.43], [0.31, -0.12, -0.37], [0.38, 1.12, -2.16], [0.26, 0.76, -0.60], [0.50, 0.07, -0.50], [0.03, -0.10, 0.40], [-0.29, -0.29, 0.22], [-0.19, -0.01, -0.04], [0.47, 0.04, -0.22], [-0.55, -0.36, 0.04], [0.89, 0.17, 1.13], [-0.61, 0.06, -0.09], [0.59, -0.04, 0.14], [0.25, -0.01, 0.09], [-0.21, -0.17, 0.27], [-0.09, 0.25, 0.16], [-0.23, -0.70, 0.61], [0.25, -0.23, 0.60], [1.56, 0.68, 0.08], [-0.01, 0.03, -0.19], [0.40, 0.08, -0.04], [-0.50, -0.15, 0.11], [-0.07, 0.24, -0.55], [2.18, 0.15, -1.22], [1.17, 0.27, -0.31], [-0.06, 0.63, -0.48], [-0.52, 0.69, 1.84], [2.28, 0.51, -0.26], [-0.57, 0.14, 0.07], [0.09, -0.32, 0.63], [0.10, 0.33, 0.17], [0.47, -0.62, 0.06], [-1.65, 0.56, -0.31], [-0.12, 0.05, 0.09], [-0.96, 0.08, 0.21], [-1.04, 0.01, -0.11]], "fmax_ha_per_bohr": 0.05899, "lumo_energy_ha": -0.337, "e_above_lowest_kcal_mol": 20.5, "gap_ev": 9.270, "charge": 5}